Computed, not measured: a molecular structure, C5H15N2O at a distorted geometry, with ωB97M-V/def2-TZVPD.

Atoms and positions in Å:
C: 0.41377 -0.91793 3.41943
C: 0.49881 0.24498 2.45492
C: 1.09924 -0.10679 1.05615
C: 0.60601 -1.08876 -0.54377
N: -1.37205 -1.46662 -2.68683
C: -0.76577 -0.33428 -2.43743
N: 0.04485 -0.07372 -1.48075
H: 0.29188 -0.55171 4.45505
H: 1.33888 -1.49564 3.28398
H: -0.42420 -1.61196 3.31368
H: 1.03822 1.12968 2.78636
H: -0.43644 0.80616 2.35935
H: 0.44584 -1.18618 0.70815
H: 2.13012 0.14205 0.74366
H: 1.67455 -1.22164 -0.79814
H: 0.14044 -2.03751 -0.77452
H: -1.38150 -2.21614 -1.99670
H: -2.06164 -1.52326 -3.40989
H: -0.85223 0.44315 -3.15810
H: 0.13564 0.89887 -1.19772
H: 0.28469 3.51164 0.48714
H: -1.17431 3.02632 0.33334
O: -0.37149 3.23566 -0.20729

orbital gap	7.656	eV
total charge	+1
energy above the lowest of the compared OMol25 structures with the same formula, charge and spin	151.7	kcal/mol